The following is a DFT calculation (ωB97M-V with the def2-TZVPD basis set) of C8H17F6NO13S3Zn as an isolated structure in a non-equilibrium geometry.

Geometry as XYZ:
```
49
Properties=species:S:1:pos:R:3
Zn -4.499 -17.401 1.012
S -4.536 -16.362 4.206
O -3.452 -16.746 5.139
O -5.836 -16.913 4.621
O -4.592 -14.921 3.964
O -4.184 -17.062 2.888
C -3.607 -14.411 -2.110
F -2.755 -13.587 -2.737
F -4.841 -14.098 -2.497
F -3.346 -15.658 -2.593
S -3.405 -14.328 -0.254
O -1.970 -14.282 -0.109
O -4.157 -13.152 0.055
O -3.984 -15.595 0.160
C -8.505 -16.593 -0.760
F -9.661 -15.941 -0.963
F -8.767 -17.921 -0.809
F -7.691 -16.318 -1.804
S -7.728 -16.147 0.853
O -8.701 -16.638 1.786
O -6.501 -16.938 0.751
O -7.549 -14.729 0.803
C -3.254 -18.643 -1.415
C -2.167 -17.928 -0.656
O -2.501 -17.972 0.736
O -4.535 -18.124 -0.974
H -3.237 -19.690 -1.093
H -3.162 -18.530 -2.493
H -2.096 -16.879 -0.948
H -1.183 -18.372 -0.823
H -1.720 -17.982 1.294
H -5.193 -18.446 -1.594
C -3.427 -20.275 3.097
C -4.315 -20.438 1.869
C -5.024 -21.777 1.909
O -5.974 -21.847 0.869
C -6.497 -23.120 0.671
N -5.238 -19.287 1.798
H -3.024 -19.265 3.138
H -2.628 -21.024 3.134
H -4.027 -20.457 3.993
H -3.674 -20.467 0.980
H -5.502 -21.900 2.896
H -4.301 -22.603 1.826
H -6.994 -23.159 -0.300
H -7.194 -23.424 1.460
H -5.698 -23.878 0.600
H -6.101 -19.700 1.448
H -5.450 -18.957 2.745
```

Net charge = -2
Energy above the lowest of the compared OMol25 structures with the same formula, charge and spin = 0.0 kcal per mole
Frontier orbital gap = 4.70 eV
Calculated total energy = -133911.3143 eV
Lowest unoccupied orbital energy = 3.495 eV
HOMO = -0.0444 Eh

These are the Mulliken partial charges, in e, on atoms 1 to 4: 1.528, 1.113, -0.778, -0.777

The following is a DFT calculation (ωB97M-V with the def2-TZVPD basis set) of a 2-piece molecular cluster, C9H20P overall in a non-equilibrium geometry.

Geometry as XYZ:
```
30
Properties=species:S:1:pos:R:3
C 3.185 0.297 -0.883
C 2.828 -0.739 -0.207
C 2.290 1.322 -1.396
C 2.459 -1.690 0.608
C 0.198 1.675 1.907
C -1.235 -0.367 -2.293
C -1.707 -2.039 0.897
C -0.866 0.544 2.034
C -1.638 0.295 -1.009
P -1.015 -0.474 0.532
H 4.294 0.291 -1.160
H 2.872 2.265 -1.160
H 1.964 1.283 -2.454
H 1.334 1.553 -0.861
H 0.322 -0.540 0.203
H 2.144 -1.634 1.699
H 2.388 -2.674 0.190
H 1.197 1.252 1.724
H 0.089 2.324 1.130
H 0.212 2.186 2.834
H -2.021 -0.938 -2.822
H -1.061 0.387 -3.011
H -0.341 -0.919 -2.090
H -1.400 -2.839 0.175
H -2.797 -1.981 0.975
H -1.296 -2.314 1.891
H -1.846 0.899 2.420
H -0.348 -0.339 2.674
H -2.669 0.413 -0.841
H -1.374 1.340 -0.789
```

Net charge = +1
Energy above the lowest of the compared OMol25 structures with the same formula, charge and spin = 37.9 kcal per mole
Frontier orbital gap = 9.72 eV
Calculated total energy = -18936.8669 eV
Lowest unoccupied orbital energy = -2.649 eV
HOMO = -0.4547 Eh

These are the Mulliken partial charges, in e, on atoms 1 to 4: -0.166, 0.300, -0.698, -0.805

The following is a DFT calculation (ωB97M-V with the def2-TZVPD basis set) of an isolated molecule of H3N3 in a non-equilibrium geometry.

Geometry as XYZ:
```
6
Properties=species:S:1:pos:R:3
N 0.042 -0.671 0.422
N 0.351 0.536 0.252
N -0.180 0.742 -0.861
H 0.373 -1.334 1.228
H -0.779 -0.926 0.144
H 0.193 1.652 -1.184
```

SMILES = [H]/N=N/N
Net charge = 0
Energy above the lowest of the compared OMol25 structures with the same formula, charge and spin = 94.4 kcal per mole
Frontier orbital gap = 10.75 eV
Calculated total energy = -4515.8166 eV
Lowest unoccupied orbital energy = 1.369 eV
HOMO = -0.3447 Eh

These are the Mulliken partial charges, in e, on atoms 1 to 4: -0.206, -0.075, -0.442, 0.251

The following is a DFT calculation (ωB97M-V with the def2-TZVPD basis set) of an isolated molecule of C3H5NO in a non-equilibrium geometry.

Geometry as XYZ:
```
10
Properties=species:S:1:pos:R:3
C -1.189 0.545 0.374
O -0.483 0.074 -0.788
C 0.627 -0.798 -0.602
C 1.614 0.084 0.017
N 2.194 0.945 0.523
H -1.143 1.640 0.494
H -0.840 0.110 1.321
H -2.236 0.276 0.216
H 1.006 -1.176 -1.569
H 0.450 -1.701 0.014
```

SMILES = COCC#N
Net charge = 0
Energy above the lowest of the compared OMol25 structures with the same formula, charge and spin = 32.9 kcal per mole
Frontier orbital gap = 11.50 eV
Calculated total energy = -6728.1444 eV
Lowest unoccupied orbital energy = 0.830 eV
HOMO = -0.3923 Eh

These are the Mulliken partial charges, in e, on atoms 1 to 4: -0.669, -0.364, -0.268, 0.341